This record from the Open Molecules 2025 dataset describes one molecule with the formula C5H4S in a non-equilibrium geometry. The level of theory is ωB97M-V with the def2-TZVPD basis set.

Cartesian coordinates (Å):
C1 -1.68 0.75 -0.06
C2 -0.23 0.40 -0.08
C3 0.93 0.14 0.03
C4 2.28 -0.21 -0.15
C5 3.42 -0.52 -0.08
H1 -2.26 -1.48 0.71
H2 -1.88 1.24 0.90
H3 -2.03 1.41 -0.90
H4 4.30 -1.06 -0.21
S1 -2.85 -0.66 -0.15

Properties
SMILES = C#CC#CCS
E_LUMO = 0.8 eV
Molar mass = 96.15 g mol⁻¹
E = -16081.006 eV
Kohn-Sham gap = 10.17 eV
HOMO energy = -0.3450 hartree

These are the Löwdin partial charges, in e, on atoms 1 to 8: C -0.55; C -0.08; C -0.05; C -0.14; C 0.12; H -0.16; H 0.07; H 0.09

=====

This record from the Open Molecules 2025 dataset describes C5H4S as an isolated structure in a non-equilibrium geometry. The level of theory is ωB97M-V with the def2-TZVPD basis set.

Cartesian coordinates (Å):
C1 -1.25 -0.90 -0.69
C2 -0.79 -2.05 0.13
C3 0.07 0.67 0.77
C4 -0.59 0.39 -0.58
C5 0.86 0.03 -0.30
S1 0.85 -1.78 -0.08
H1 0.37 1.67 0.98
H2 -0.24 0.18 1.76
H3 -0.97 1.14 -1.24
H4 1.71 0.66 -0.75

Properties
E_LUMO (alpha / beta) = -1.1 / -1.1 eV
Molar mass = 96.15 g mol⁻¹
E = -16078.136 eV
Kohn-Sham gap (alpha / beta) = 7.30 / 7.30 eV
HOMO energy (alpha / beta) = -0.3094 / -0.3093 hartree

These are the Löwdin partial charges, in e, on atoms 1 to 8: C -0.02; C -0.39; C -0.15; C -0.32; C -0.48; S 0.88; H 0.08; H 0.15

=====

This record from the Open Molecules 2025 dataset describes one molecule with the formula C5H4S in a non-equilibrium geometry. The level of theory is ωB97M-V with the def2-TZVPD basis set.

Cartesian coordinates (Å):
C1 0.33 -0.01 0.05
C2 -0.45 -1.23 -0.04
C3 -1.76 -0.75 -0.02
C4 -1.79 0.76 -0.03
C5 -0.51 1.23 -0.09
H1 0.10 -2.15 -0.23
H2 -2.71 -1.45 0.09
H3 -2.72 1.16 0.64
H4 0.04 2.32 -0.30
S1 1.90 0.00 0.03

Properties
SMILES = S=C1C=CC=C1
E_LUMO = -1.5 eV
Molar mass = 96.15 g mol⁻¹
E = -16081.424 eV
Kohn-Sham gap = 7.28 eV
HOMO energy = -0.3242 hartree

These are the Löwdin partial charges, in e, on atoms 1 to 8: C -0.89; C -0.14; C -0.08; C -0.11; C -0.13; H 0.10; H 0.14; H 0.15

=====

This record from the Open Molecules 2025 dataset describes one molecule with the formula C5H5BBrNO3 in a non-equilibrium geometry. The level of theory is ωB97M-V with the def2-TZVPD basis set.

Cartesian coordinates (Å):
B1 -0.29 -1.99 -0.07
C1 1.46 1.52 0.19
C2 0.47 2.41 0.03
C3 0.05 -0.43 0.15
C4 -1.16 0.75 -0.06
C5 1.36 0.00 0.25
N1 -0.87 2.05 0.02
O1 2.37 -0.70 0.21
O2 0.44 -2.91 0.61
O3 -1.38 -2.20 -0.81
Br1 -2.94 0.26 -0.03
H1 2.50 2.01 0.17
H2 0.57 3.40 -0.13
H3 -1.60 2.70 0.28
H4 0.65 -3.66 0.15
H5 -1.63 -3.18 -0.96

Properties
SMILES = O=c1cc[nH]c(Br)c1B(O)O
E_LUMO (alpha / beta) = 0.0 / 0.0 eV
Molar mass = 217.81 g mol⁻¹
E = -83617.685 eV
Kohn-Sham gap (alpha / beta) = 8.21 / 8.21 eV
HOMO energy (alpha / beta) = -0.3020 / -0.3020 hartree

These are the Löwdin partial charges, in e, on atoms 1 to 8: B -0.71; C 0.04; C -0.11; C 0.05; C -0.58; C -0.48; N -0.01; O 0.03

=====

This record from the Open Molecules 2025 dataset describes C5H5Br as an isolated structure. The level of theory is ωB97M-V with the def2-TZVPD basis set.

Cartesian coordinates (Å):
C1 -0.13 -0.73 2.35
C2 -0.64 -0.25 1.29
C3 0.19 0.17 -1.02
C4 1.44 -0.09 -0.68
C5 -0.94 0.32 -0.04
Br1 2.82 -0.25 -1.97
H1 1.78 -0.22 0.33
H2 -1.43 -0.49 2.17
H3 -0.08 0.30 -2.06
H4 -1.84 -0.15 -0.45
H5 -1.16 1.39 0.08

Properties
E_LUMO = 0.6 eV
Molar mass = 145.00 g mol⁻¹
E = -75304.045 eV
Kohn-Sham gap = 10.27 eV
HOMO energy = -0.3553 hartree

These are the Löwdin partial charges, in e, on atoms 1 to 8: C 0.09; C -0.24; C -0.21; C -0.60; C -0.19; Br 0.67; H 0.05; H 0.09

=====

This record from the Open Molecules 2025 dataset describes one molecule with the formula C5H5BrN2 in a non-equilibrium geometry. The level of theory is ωB97M-V with the def2-TZVPD basis set.

Cartesian coordinates (Å):
C1 -1.64 0.16 0.00
C2 -0.95 -1.00 0.00
C3 -0.95 1.40 0.00
C4 0.41 1.39 0.00
C5 0.49 -1.05 0.00
N1 1.09 -2.15 0.00
N2 1.10 0.22 0.00
Br1 2.98 0.31 0.00
H1 -2.72 0.17 0.00
H2 -1.44 -1.96 0.00
H3 -1.48 2.34 0.00
H4 1.00 2.30 0.00
H5 2.11 -2.13 0.00

Properties
SMILES = [H]/N=c1/ccccn1Br
E_LUMO = -0.3 eV
Molar mass = 173.01 g mol⁻¹
E = -78287.203 eV
Kohn-Sham gap = 7.72 eV
HOMO energy = -0.2941 hartree

These are the Löwdin partial charges, in e, on atoms 1 to 8: C -0.08; C -0.03; C -0.10; C -0.19; C -0.50; N 0.10; N -0.41; Br 0.81